Computed, not measured: a 2-piece molecular cluster, C7H8O3 overall at a distorted geometry, with ωB97M-V/def2-TZVPD.

As for the energy above the lowest of the compared OMol25 structures with the same formula, charge and spin: 31.1 kcal per mole. For the frontier orbital gap (alpha / beta), the calculation gives 6.8 / 7.6 eV. Its HOMO energy (alpha / beta) is -6.11 / -10.13 eV. The value obtained for the LUMO energy (alpha / beta) is 0.7 / -2.6 eV. The maximum force is 5.02 eV/Å. As for the spin multiplicity: 3.

Geometry (Å):
1 C 0.059 1.210 -1.953
2 C -1.875 0.302 0.119
3 C -0.732 -1.490 -0.833
4 C -0.401 0.483 0.401
5 C 0.266 -0.618 -0.112
6 C 0.170 1.476 1.299
7 C 1.593 -1.165 0.297
8 O 0.771 2.060 -1.686
9 O -2.764 1.037 0.439
10 O -2.002 -0.763 -0.703
11 H -0.496 -1.283 -1.866
12 H -0.936 -2.582 -0.615
13 H 1.227 1.317 1.450
14 H -0.424 1.512 2.188
15 H 0.048 2.540 0.917
16 H 1.665 -1.848 -0.578
17 H 1.469 -1.810 1.105
18 H 2.362 -0.378 0.131